No. 1
A molecular structure, CH10N7, computed with ωB97M-V/def2-TZVPD.

HOMO level, eV: -12.22
Lowest unoccupied orbital energy, eV: -3.2
Charge: +1
Gap between HOMO and LUMO, eV: 9.1
Spin multiplicity: 1

The geometry in XYZ format:
```
18
Properties=species:S:1:pos:R:3:forces:R:3:nbo_charge:R:1
C -1.6440 0.6008 -0.0972 -3.16 5.29 -0.16 0.341
N 1.5047 -0.7249 0.1248 -0.50 0.41 4.29 -0.508
N -2.5534 -1.2940 1.0603 1.34 0.48 -0.90 -0.614
N -0.3768 2.5485 -0.3545 -1.96 6.39 2.12 -0.633
N 3.5228 -1.3158 -0.3848 3.12 -1.08 -0.63 -0.597
N -1.7744 -0.6843 -0.0162 0.46 -1.48 0.83 -0.426
N -0.6103 1.2906 -0.5551 -0.06 -5.03 -0.37 -0.343
N 2.3170 -1.0175 -0.7250 0.91 -0.34 -1.86 0.070
H -2.7547 1.3591 0.1313 3.79 -2.55 -0.45 0.210
H 2.0115 -0.8053 1.1638 -1.54 0.34 -2.34 0.263
H -2.7823 -2.1755 0.6257 -1.11 -0.05 0.44 0.385
H -3.3113 -0.6736 1.3356 -0.18 -0.48 -0.42 0.380
H 0.2931 3.1050 -0.8697 -0.18 -0.90 -0.65 0.414
H -1.2421 3.0980 -0.1273 1.41 -0.66 -0.39 0.381
H 4.1796 -1.6139 -1.1931 -1.58 0.75 2.28 0.428
H 3.8242 -1.3272 0.6422 -0.52 -0.03 -1.83 0.375
H -0.8978 -1.1985 -0.1125 0.02 0.05 -0.03 0.428
H 0.2941 0.8283 -0.6483 -0.25 -1.09 0.08 0.446
```
Positions in Å, forces in eV/Å.

=====

No. 2
2 unconnected molecules or ions with the total composition C4H7IO2S, computed with ωB97M-V/def2-TZVPD.

HOMO level, eV: -9.20
Lowest unoccupied orbital energy, eV: 0.3
Charge: 0
Gap between HOMO and LUMO, eV: 9.5
Spin multiplicity: 1

The geometry in XYZ format:
```
15
Properties=species:S:1:pos:R:3:forces:R:3:nbo_charge:R:1
C -0.5198 0.3685 0.9051 0.20 0.81 0.22 -0.767
C -0.5939 -2.8142 -0.9637 -0.61 1.37 -0.44 0.731
C -0.1290 -3.9626 -0.6203 0.49 -1.15 0.26 -0.784
C 0.6198 2.8002 0.2493 -0.56 -0.06 0.32 -0.829
O 0.0482 2.1909 2.7622 0.29 0.26 1.10 -0.970
O -1.0194 -1.7790 -1.2842 0.12 -0.39 0.06 -0.483
S -0.6066 2.1462 1.4589 0.49 -0.85 -1.52 1.271
I 1.4258 -0.4898 1.1186 -0.25 0.09 -0.01 0.107
H -1.1865 -0.1945 1.5500 -0.04 0.04 0.04 0.238
H -0.8321 0.2953 -0.1298 0.01 -0.04 -0.07 0.242
H -0.2848 -4.3696 0.3577 -0.16 0.09 0.32 0.268
H 0.4564 -4.5370 -1.3104 0.13 -0.03 -0.30 0.267
H 1.6205 2.5233 0.5708 -0.06 -0.14 0.09 0.248
H 0.3976 2.4077 -0.7384 -0.01 -0.03 -0.13 0.226
H 0.5208 3.8829 0.2459 -0.04 0.03 0.05 0.235
```
Positions in Å, forces in eV/Å.

=====

No. 3
C4H6N2O2 in the gas phase, computed with ωB97M-V/def2-TZVPD.

HOMO level, eV: -7.32
Lowest unoccupied orbital energy, eV: 0.3
SMILES: Nc1c[nH]c(O)c1O
Charge: 0
Gap between HOMO and LUMO, eV: 7.6
Spin multiplicity: 1

The geometry in XYZ format:
```
14
Properties=species:S:1:pos:R:3:forces:R:3:nbo_charge:R:1
N -2.1554 0.1913 0.1996 -3.81 1.35 -2.94 -0.827
C -0.8333 -0.2035 -0.0990 -2.82 2.14 -0.15 0.036
C -0.3960 -1.4343 -0.0691 0.72 -5.14 -0.09 -0.149
N 1.0148 -1.4350 -0.1108 1.80 -0.31 0.27 -0.558
C 1.3829 -0.1055 0.0128 -2.18 1.80 -2.34 0.409
O 2.6300 0.3704 0.0482 1.27 3.15 2.12 -0.669
C 0.2260 0.6941 -0.2416 2.00 -0.62 0.99 0.067
O 0.0813 2.0991 -0.2878 0.33 -0.61 5.43 -0.680
H -2.9388 -0.4838 -0.3519 2.90 2.57 1.95 0.377
H -2.3723 1.2757 -0.1356 0.91 -3.90 0.92 0.386
H -0.9326 -2.4001 0.1851 0.73 1.52 -0.62 0.209
H 1.6654 -2.1911 -0.5406 -1.82 2.00 1.36 0.431
H 2.6164 1.3339 0.5765 -0.10 -3.90 -2.28 0.501
H 0.0116 2.2888 0.8143 0.07 -0.06 -4.62 0.466
```
Positions in Å, forces in eV/Å.

=====

No. 4
2 unconnected molecules or ions with the total composition CHNO3, computed with ωB97M-V/def2-TZVPD.

HOMO level, eV: -9.63
Lowest unoccupied orbital energy, eV: -0.3
SMILES: O=C=O.N=O
Charge: 0
Gap between HOMO and LUMO, eV: 9.3
Spin multiplicity: 1

The geometry in XYZ format:
```
6
Properties=species:S:1:pos:R:3:forces:R:3:nbo_charge:R:1
O -4.2009 -0.4968 0.2679 -1.33 -1.06 0.36 -0.507
C -3.3255 0.1929 0.0121 0.07 0.13 0.01 1.029
O -2.4438 0.8795 -0.2378 0.39 1.66 -0.14 -0.513
N 0.0157 -0.6966 0.1632 -0.62 -0.52 0.11 -0.016
O -0.8457 -0.6515 -0.6753 1.77 -0.32 0.20 -0.240
H 0.7498 0.0509 0.0279 -0.28 0.10 -0.53 0.247
```
Positions in Å, forces in eV/Å.

=====

No. 5
A molecular structure, C14H14FMnN7O5S2, computed with ωB97M-V/def2-TZVPD.

HOMO level (spin up / spin down), eV: -11.10 / -11.10
Lowest unoccupied orbital energy (spin up / spin down), eV: -4.6 / -4.9
Charge: +1
Gap between HOMO and LUMO (spin up / spin down), eV: 6.5 / 6.2
Spin multiplicity: 5

The geometry in XYZ format:
```
44
Properties=species:S:1:pos:R:3:forces:R:3:nbo_charge:R:1
Mn -0.0439 0.4969 -0.3093 -0.55 -2.05 0.12 1.420
C 1.2048 4.5677 -0.6184 0.02 -0.02 -0.03 -0.685
C 1.0212 3.0900 -0.6435 -0.62 0.10 0.02 0.325
N -0.1065 2.4640 -0.6526 0.49 0.85 -0.18 -0.268
N -1.2968 3.1116 -0.7106 -0.24 0.29 0.21 -0.410
C -2.4305 2.3796 -0.8380 0.04 -0.62 -0.16 0.325
N -3.5930 3.0162 -0.7789 0.18 0.16 0.00 -0.735
S -2.3530 0.7145 -1.1112 -0.14 0.01 -0.17 -0.119
C 2.1759 2.1891 -0.6497 0.69 -0.48 0.01 0.142
C 3.4865 2.6112 -0.4898 -0.50 0.31 0.08 -0.201
C 4.5075 1.6765 -0.5174 0.04 -0.43 -0.09 -0.111
C 4.1950 0.3507 -0.7711 0.28 0.38 -0.01 -0.209
C 2.8690 0.0013 -0.9408 -0.29 -0.23 -0.09 0.131
N 1.8742 0.8810 -0.8439 0.88 0.49 -0.42 -0.527
H 0.2745 5.1227 -0.6906 0.03 0.04 -0.02 0.224
H 1.8466 4.8811 -1.4420 0.00 -0.01 -0.01 0.267
H 1.6957 4.8543 0.3135 -0.02 0.00 0.02 0.272
H -1.3309 4.1053 -0.5449 0.04 0.01 0.08 0.405
H -3.6697 4.0085 -0.6254 -0.04 0.00 0.02 0.413
H -4.4384 2.4796 -0.8793 -0.03 0.00 -0.01 0.442
H 3.7027 3.6570 -0.3237 0.01 0.00 0.00 0.239
H 5.5331 1.9793 -0.3596 0.00 0.03 -0.02 0.247
H 4.9676 -0.3999 -0.8445 -0.04 -0.04 0.01 0.253
H 2.5868 -1.0151 -1.1746 0.01 0.06 0.11 0.232
O -0.2278 1.4068 3.8490 0.02 -0.18 0.28 -0.846
S -0.1193 0.3022 2.9205 -0.19 0.70 -1.27 1.532
N -0.2981 0.7315 1.4777 0.06 -0.06 1.81 -1.147
F -3.4349 -4.4452 -1.9119 -0.08 -0.08 0.07 -0.292
C -2.8446 -4.2153 -0.7372 0.24 0.02 -0.16 0.233
C -1.5176 -4.0614 -0.6666 -0.35 -0.06 -0.03 -0.010
N -0.8864 -3.7838 0.5237 0.07 -0.20 0.09 -0.415
C 0.5437 -3.5564 0.5864 -0.30 0.42 0.07 -0.311
C 0.8625 -2.0642 0.5071 0.76 -0.07 0.70 0.787
O 1.8051 -1.5960 1.1206 -0.36 -0.11 -0.36 -0.625
O 0.0624 -1.3868 -0.2751 -0.25 0.77 -0.54 -0.747
C -1.6119 -3.4694 1.6632 0.22 0.01 -0.16 0.790
O -1.0910 -2.9674 2.6367 -0.03 -0.08 0.04 -0.622
N -2.9462 -3.7823 1.5844 -0.21 -0.01 -0.03 -0.629
C -3.6884 -4.1539 0.4533 0.13 0.01 0.13 0.597
O -4.8691 -4.3749 0.5183 -0.02 0.05 -0.09 -0.540
H -0.9017 -4.1421 -1.5505 0.04 -0.01 0.02 0.233
H 1.0359 -4.0871 -0.2276 -0.04 0.00 -0.02 0.233
H 0.9273 -3.9122 1.5387 0.03 -0.03 -0.04 0.267
H -3.4783 -3.6653 2.4355 0.00 0.06 0.02 0.439
```
Positions in Å, forces in eV/Å.

=====

Q: Which ΔE to the lowest compared entry with this formula, charge and spin values were calculated for the entries above? A: 30.4 117.5 373.5 28.1 80.6, in kJ/mol.
Q: Which F_max values were calculated for the entries above? A: 7.016 1.808 5.477 1.809 2.131, in eV/A.